Record 1
Below is an isolated molecule of C5H5FOS at a distorted geometry, with properties calculated with wB97M-V/def2-TZVPD.

Structure (SMILES): C=CC(=S)[C@H](F)C=O
HOMO-LUMO gap: 8.18 eV
Molecular weight: 132.16 g/mol
Maximum force: 3.09 eV/Å
Relative energy (zero: lowest compared OMol25 entry of this formula, charge and spin): 183.0 kJ/mol
E: -766.73970 a.u.
Net charge: 0

Each line ends with the natural charge from an NBO analysis.
Cartesian coordinates (Å):
C  0.878  0.698  -0.354  0.0465
C  -0.192  1.796  -0.108  0.4049
C  0.303  -0.636  -1.004  -0.1765
C  -0.404  -1.507  -0.041  -0.2912
C  -0.742  -1.071  1.179  -0.2818
H  1.611  1.151  -1.013  0.2136
H  -0.691  2.193  -1.042  0.1257
H  -0.604  -2.525  -0.345  0.2259
H  -0.486  -0.082  1.500  0.2198
H  -1.395  -1.691  1.805  0.2104
O  -0.459  2.236  0.981  -0.4865
F  1.490  0.536  0.911  -0.3464
S  0.689  -1.099  -2.467  0.1356

Record 2
Below is a structure of composition C5H5LaO5 at a distorted geometry, with properties calculated with wB97M-V/def2-TZVPD.

HOMO-LUMO gap (alpha / beta): 8.08 / 8.15 eV
Molecular weight: 284.00 g/mol
Maximum force: 5.65 eV/Å
Relative energy (zero: lowest compared OMol25 entry of this formula, charge and spin): 0.0 kJ/mol
E: -601.03960 a.u.
Net charge: +1
2S+1: 2

Each line ends with the Mulliken charge.
Cartesian coordinates (Å):
O  3.228  -0.429  0.581  -0.4296
C  3.919  -1.110  -0.078  0.6994
O  4.775  -1.640  -0.640  -0.2346
O  -0.005  1.810  2.236  -0.5133
C  -0.873  2.389  1.503  0.1693
C  -1.228  2.109  0.238  -0.2628
O  -0.644  0.928  -0.285  -0.4182
C  -1.546  -0.128  -0.662  -0.3659
C  -0.732  -1.417  -0.651  -0.3231
O  -0.039  -1.572  0.547  -0.6744
La  0.781  0.081  1.567  1.6749
H  -1.841  2.703  -0.435  0.3864
H  -1.972  0.087  -1.653  0.3588
H  -2.363  -0.174  0.076  0.3321
H  -0.026  -1.385  -1.507  0.2519
H  -1.434  -2.251  -0.839  0.3490

Record 3
Below is a structure of composition C5H5N at a distorted geometry, with properties calculated with wB97M-V/def2-TZVPD.

HOMO-LUMO gap: 10.03 eV
Molecular weight: 79.10 g/mol
Maximum force: 3.90 eV/Å
Relative energy (zero: lowest compared OMol25 entry of this formula, charge and spin): 422.5 kJ/mol
E: -248.11410 a.u.
Net charge: 0

Each line ends with the natural charge from an NBO analysis.
Cartesian coordinates (Å):
C  1.399  -0.294  -0.367  -0.5900
C  0.081  0.014  0.390  -0.3960
C  -1.061  0.389  -0.394  -0.0756
C  -1.914  1.124  -0.845  -0.2420
C  -0.178  -0.935  1.474  0.2784
N  -0.355  -1.715  2.314  -0.3052
H  1.572  0.471  -1.125  0.2275
H  2.264  -0.330  0.304  0.2296
H  1.357  -1.266  -0.886  0.2268
H  -0.399  1.203  0.568  0.4052
H  -2.766  1.340  -1.431  0.2412

Record 4
Below is an isolated molecule of C5H5N, with properties calculated with wB97M-V/def2-TZVPD.

Structure (SMILES): c1ccncc1
HOMO-LUMO gap: 10.70 eV
Molecular weight: 79.10 g/mol
Maximum force: 0.28 eV/Å
Relative energy (zero: lowest compared OMol25 entry of this formula, charge and spin): 5.0 kJ/mol
E: -248.27314 a.u.
Net charge: 0

Each line ends with the natural charge from an NBO analysis.
Cartesian coordinates (Å):
C  -0.191  1.175  -0.015  -0.1716
C  -1.254  0.285  0.088  -0.2629
C  -0.977  -1.078  0.026  0.0342
N  0.258  -1.581  0.048  -0.4155
C  1.270  -0.713  0.024  0.0340
C  1.099  0.663  -0.102  -0.2627
H  -0.365  2.247  -0.037  0.2180
H  -2.277  0.634  0.200  0.2204
H  -1.784  -1.802  -0.068  0.1929
H  2.268  -1.140  0.109  0.1930
H  1.954  1.309  -0.272  0.2202